Density functional theory data (ωB97M-V with the def2-TZVPD basis set) for a molecular structure, C17H29F8GaN2O8P.

Each line ends with the Löwdin charge.
CARTESIAN COORDINATES (ANGSTROEM)
C (-4.1143, -1.4045, -0.9698)  -0.027
C (-2.9012, -2.3998, -1.1835)  -0.457
O (-3.1801, -3.5286, -1.6776)  -0.006
N (-1.4993, -2.1342, -0.9173)  -0.004
C (-1.2742, -1.3025, 0.2514)  -0.437
C (-0.2873, -1.9131, 1.3698)  -0.003
O (-1.7216, -0.1531, 0.4657)  -0.015
Ga (-0.4773, -1.6022, -2.4828)  0.439
C (-1.4842, -2.1761, -4.1995)  -0.184
C (-1.4304, -1.0993, -5.3714)  -0.381
C (-2.8336, -0.3568, -5.6399)  -0.076
F (-1.1102, -1.7729, -6.6348)  -0.128
C (0.1590, 0.3532, -2.5166)  -0.332
C (0.9289, 0.8440, -1.2030)  -0.137
F (1.1612, 0.4336, -3.6032)  -0.185
P (1.4984, -2.9322, -2.4486)  0.594
N (1.6865, -3.5891, -3.8984)  -0.260
O (2.8801, -1.9742, -2.0018)  -0.306
O (1.2844, -4.1494, -1.2249)  -0.289
H (-4.2115, -1.1061, 0.1355)  0.076
H (-5.1129, -1.8770, -1.2696)  0.086
H (-3.9896, -0.4191, -1.5409)  0.087
H (-0.3226, -1.3351, 2.3444)  0.074
H (-0.3932, -3.0362, 1.4826)  0.085
H (0.7688, -1.7394, 0.9406)  0.072
H (-0.9748, -3.1224, -4.6106)  0.063
H (-2.5761, -2.4453, -4.0254)  0.050
H (-0.6414, -0.2939, -5.2503)  0.111
H (-3.3334, -0.1938, -4.6354)  0.068
H (-2.6242, 0.6306, -6.1896)  0.074
H (-3.4512, -0.9939, -6.3627)  0.082
H (-0.6648, 1.0828, -2.8367)  0.097
H (1.5780, 0.0326, -0.7304)  0.047
H (1.6746, 1.6504, -1.5538)  0.081
H (0.2520, 1.3692, -0.4504)  0.076
H (2.6004, -3.2767, -4.2708)  -0.042
H (2.8715, -1.1255, -2.4922)  0.035
H (1.9438, -3.9790, -0.5175)  0.034
C (-2.2611, 1.5916, 2.8787)  -0.060
C (-2.8725, 0.6835, 3.9253)  -0.192
O (-2.6080, 1.1753, 5.2528)  0.024
C (-3.3847, 2.1890, 5.6693)  -0.382
O (-4.2579, 2.6921, 5.0142)  0.162
C (-3.0262, 2.5799, 7.1006)  -0.519
F (-1.6972, 2.7056, 7.2831)  0.154
F (-3.4499, 1.6599, 7.9917)  0.153
F (-3.5730, 3.7501, 7.4703)  0.154
H (-1.1921, 1.7250, 3.0636)  0.085
H (-2.3993, 1.1753, 1.8797)  0.051
H (-2.7138, 2.5860, 2.9035)  0.077
H (-2.4151, -0.3058, 3.8623)  0.121
H (-3.9468, 0.5526, 3.7714)  0.127
C (6.2230, 3.4642, 0.9169)  -0.065
C (6.3550, 1.9618, 1.0694)  -0.206
O (5.2310, 1.4187, 1.7782)  0.022
C (4.1056, 1.2565, 1.0555)  -0.361
O (4.0009, 1.5363, -0.1066)  0.170
C (3.0071, 0.6338, 1.9135)  -0.507
F (2.8889, 1.2342, 3.1155)  0.154
F (3.2438, -0.6704, 2.1614)  0.158
F (1.7970, 0.6984, 1.3370)  0.128
H (6.0809, 3.9372, 1.8918)  0.082
H (7.1134, 3.8834, 0.4445)  0.081
H (5.3552, 3.7253, 0.3076)  0.077
H (7.2405, 1.7307, 1.6647)  0.124
H (6.4771, 1.4650, 0.1035)  0.128

Atoms 1-2, force components in eV/Å:
-0.1 0.7 0.8
-0.7 -2.8 -1.6

Results
* net charge: -1
* Kohn-Sham gap: 7.121 eV
* molar mass: 642.11 g/mol
* E_HOMO: -4.948 eV

Density functional theory data (ωB97M-V with the def2-TZVPD basis set) for a single C17H29N3O2S2 molecule.

Each line ends with the Löwdin charge.
CARTESIAN COORDINATES (ANGSTROEM)
C (2.7371, -1.8027, -1.7589)  -0.039
C (1.3839, -2.1477, -1.2110)  -0.201
C (1.0966, -3.4397, -0.7926)  -0.025
C (-0.1430, -3.7639, -0.2679)  -0.052
C (-1.1153, -2.7871, -0.1925)  -0.256
S (-2.7238, -3.1834, 0.5044)  0.657
O (-3.7328, -2.4733, -0.2237)  -0.282
O (-2.8228, -4.6106, 0.6017)  -0.290
N (-2.6985, -2.5818, 2.0587)  -0.337
C (-2.8214, -1.1498, 2.1799)  -0.108
C (-1.7077, -3.1952, 2.9050)  -0.105
C (-0.8700, -1.4983, -0.6144)  -0.036
C (0.3874, -1.1673, -1.1083)  -0.221
N (0.6580, 0.1399, -1.5330)  0.059
C (0.3133, 1.2871, -0.8761)  -0.801
S (-0.3214, 1.2807, 0.6484)  0.725
N (0.5779, 2.4238, -1.5483)  0.018
C (0.3372, 3.7625, -1.0528)  -0.418
C (-0.5671, 4.5099, -2.0297)  -0.045
C (1.6646, 4.4989, -0.8388)  -0.159
C (2.5222, 3.8285, 0.2324)  -0.193
C (3.8982, 4.4772, 0.4150)  -0.444
C (3.7870, 5.8901, 0.9824)  -0.079
C (4.7543, 3.6137, 1.3399)  -0.084
H (2.6779, -1.5713, -2.8238)  0.085
H (3.4197, -2.6386, -1.6358)  0.079
H (3.1528, -0.9382, -1.2418)  0.085
H (1.8606, -4.1992, -0.8689)  0.114
H (-0.3782, -4.7619, 0.0639)  0.112
H (-3.5320, -0.8209, 1.4264)  0.083
H (-1.8660, -0.6326, 2.0367)  0.037
H (-3.2098, -0.9071, 3.1695)  0.094
H (-0.7073, -2.7715, 2.7458)  0.094
H (-1.9890, -3.0551, 3.9490)  0.093
H (-1.6965, -4.2576, 2.6745)  0.081
H (-1.6591, -0.7668, -0.5742)  0.096
H (1.2805, 0.2254, -2.3254)  0.138
H (0.9766, 2.3619, -2.4747)  0.151
H (-0.1718, 3.6449, -0.0913)  0.085
H (-0.8143, 5.4902, -1.6334)  0.080
H (-1.4906, 3.9578, -2.1856)  0.081
H (-0.0699, 4.6407, -2.9896)  0.078
H (1.4371, 5.5232, -0.5457)  0.112
H (2.2146, 4.5340, -1.7839)  0.122
H (1.9859, 3.8463, 1.1829)  0.122
H (2.6659, 2.7790, -0.0367)  0.106
H (4.3907, 4.5320, -0.5635)  0.133
H (4.7774, 6.3027, 1.1614)  0.075
H (3.2468, 5.8753, 1.9264)  0.084
H (3.2666, 6.5523, 0.2955)  0.067
H (5.7418, 4.0510, 1.4678)  0.074
H (4.2854, 3.5316, 2.3179)  0.082
H (4.8740, 2.6114, 0.9340)  0.073

Atoms 1-2, force components in eV/Å:
-0.1 0.0 0.1
-0.1 0.2 0.0

Results
* Kohn-Sham gap: 8.544 eV
* molar mass: 371.57 g/mol
* E_HOMO: -8.264 eV
* SMILES: Cc1ccc(S(=O)(=O)N(C)C)cc1NC(=S)N[C@H](C)CCC(C)C
* ΔE to the lowest compared entry with this formula, charge and spin: 0.000 eV

Density functional theory data (ωB97M-V with the def2-TZVPD basis set) for a single C17H29N3O3 molecule.

Each line ends with the Löwdin charge.
CARTESIAN COORDINATES (ANGSTROEM)
C (-2.6924, 0.1173, 1.6408)  -0.114
C (-2.7614, 1.4663, 2.3480)  -0.261
C (-1.5561, 2.3558, 2.0399)  -0.219
C (-0.2688, 1.8367, 2.6768)  -0.207
C (0.9422, 2.7423, 2.4381)  -0.175
C (1.2700, 2.9599, 0.9595)  -0.182
N (1.4230, 1.6870, 0.3024)  0.094
C (1.3872, 1.4167, -0.9867)  -0.162
C (1.2551, 2.5600, -1.9446)  -0.159
C (-0.2107, 2.7526, -2.3469)  -0.058
C (1.4518, 0.0747, -1.4202)  -0.001
C (1.4925, -0.2584, -2.8281)  -0.412
O (1.4436, 0.5028, -3.7771)  0.052
N (1.6117, -1.6171, -3.1000)  0.208
C (1.6288, -2.6664, -2.2223)  -0.490
O (1.7240, -3.8126, -2.5933)  0.091
N (1.5317, -2.2992, -0.8978)  0.063
C (1.5031, -3.3642, 0.0961)  -0.126
C (0.1039, -3.6075, 0.6630)  -0.173
C (-0.9245, -4.0350, -0.3904)  -0.240
C (-1.6631, -2.8602, -1.0241)  -0.090
C (1.4896, -0.9938, -0.4445)  -0.339
O (1.4767, -0.8160, 0.7787)  0.037
H (-1.8403, -0.4629, 1.9851)  0.060
H (-3.5947, -0.4578, 1.8366)  0.071
H (-2.6017, 0.2574, 0.5651)  0.072
H (-3.6693, 1.9839, 2.0293)  0.104
H (-2.8319, 1.3102, 3.4266)  0.106
H (-1.7537, 3.3664, 2.4071)  0.115
H (-1.4407, 2.4087, 0.9558)  0.094
H (-0.4196, 1.7517, 3.7552)  0.119
H (-0.0535, 0.8371, 2.3001)  0.090
H (0.7652, 3.7198, 2.8912)  0.115
H (1.8097, 2.2979, 2.9304)  0.115
H (0.4744, 3.5404, 0.4860)  0.113
H (2.2005, 3.5380, 0.8820)  0.128
H (1.5045, 0.8527, 0.9029)  0.100
H (1.8269, 2.3469, -2.8462)  0.110
H (1.6408, 3.4704, -1.4854)  0.108
H (-0.8497, 2.8775, -1.4747)  0.063
H (-0.5518, 1.8893, -2.9102)  0.076
H (-0.3061, 3.6326, -2.9767)  0.080
H (1.6666, -1.8605, -4.0825)  0.170
H (1.8721, -4.2635, -0.3992)  0.125
H (2.1795, -3.0809, 0.9065)  0.126
H (-0.2380, -2.7038, 1.1701)  0.098
H (0.2048, -4.3927, 1.4146)  0.112
H (-0.4245, -4.6145, -1.1682)  0.101
H (-1.6636, -4.6851, 0.0829)  0.103
H (-2.4043, -3.2228, -1.7331)  0.073
H (-0.9839, -2.2004, -1.5581)  0.058
H (-2.1756, -2.2778, -0.2607)  0.060

Atoms 1-2, force components in eV/Å:
-0.1 0.2 0.2
0.1 0.0 -0.2

Results
* Kohn-Sham gap: 9.336 eV
* molar mass: 323.44 g/mol
* E_HOMO: -8.765 eV
* SMILES: CCCCCCN/C(CC)=C1/C(=O)NC(=O)N(CCCC)C1=O
* ΔE to the lowest compared entry with this formula, charge and spin: 0.016 eV

Density functional theory data (ωB97M-V with the def2-TZVPD basis set) for 2 unconnected molecules or ions with the total composition C17H29N3O7.

Each line ends with the Löwdin charge.
CARTESIAN COORDINATES (ANGSTROEM)
C (-4.1211, -4.1031, -2.6525)  -0.051
N (-2.6632, -4.1122, -2.5659)  0.025
C (-1.8734, -3.2243, -3.1805)  -0.462
O (-2.3138, -2.3648, -3.9404)  0.050
C (-0.3650, -3.3205, -2.8970)  -0.199
C (0.0085, -2.8762, -1.4649)  -0.118
C (-0.2743, -1.4015, -1.1128)  -0.084
C (-1.7470, -1.0722, -0.8759)  -0.573
N (-2.1756, 0.1343, -1.1722)  0.179
O (-2.5380, -1.8745, -0.4118)  0.038
N (0.4108, -2.5643, -3.8872)  0.102
C (1.6419, -2.8775, -4.2826)  -0.559
C (2.2323, -2.0311, -5.3849)  0.001
O (2.2867, -3.8001, -3.8036)  0.040
H (-4.5085, -3.2567, -2.0811)  0.083
H (-4.5295, -5.0284, -2.2450)  0.085
H (-4.4318, -3.9964, -3.6938)  0.086
H (-2.2335, -4.7597, -1.9244)  0.139
H (-0.0956, -4.3735, -2.9903)  0.151
H (-0.4987, -3.5203, -0.7452)  0.114
H (1.0786, -3.0454, -1.3354)  0.117
H (0.2616, -1.1573, -0.1952)  0.121
H (0.1216, -0.7585, -1.8986)  0.110
H (-1.5607, 0.8069, -1.5902)  0.110
H (-3.1635, 0.2803, -1.0668)  0.124
H (-0.0775, -1.8230, -4.3674)  0.138
H (3.1970, -2.4490, -5.6701)  0.084
H (2.3647, -1.0135, -5.0238)  0.080
H (1.5636, -2.0379, -6.2436)  0.082
C (4.6032, 1.0509, 2.7969)  -0.119
C (3.0974, 0.9127, 2.9922)  -0.260
C (2.3520, 2.1822, 2.5483)  -0.135
C (0.8872, 2.0777, 2.9985)  -0.287
O (0.1480, 1.2683, 2.0681)  -0.077
C (-1.2043, 1.7402, 1.9950)  -0.122
C (-1.1715, 3.0864, 2.6412)  -0.074
C (-2.4192, 3.9209, 2.7896)  -0.188
O (-2.2336, 5.1969, 2.1850)  -0.070
C (0.0940, 3.3470, 3.1155)  -0.020
C (0.5570, 4.5398, 3.8410)  -0.425
O (-0.0389, 5.5939, 3.6894)  0.090
O (1.6466, 4.4290, 4.6287)  0.133
H (5.1093, 0.1372, 3.1235)  0.070
H (4.8376, 1.2204, 1.7414)  0.074
H (4.9902, 1.8913, 3.3822)  0.072
H (2.7280, 0.0537, 2.4221)  0.111
H (2.9093, 0.7173, 4.0530)  0.109
H (2.8383, 3.0491, 2.9992)  0.107
H (2.4032, 2.3038, 1.4617)  0.129
H (0.8676, 1.6087, 3.9890)  0.155
H (-1.5296, 1.8213, 0.9543)  0.121
H (-1.8817, 1.0615, 2.5232)  0.141
H (-2.6503, 4.0465, 3.8528)  0.130
H (-3.2703, 3.4145, 2.3221)  0.125
H (-1.4537, 5.6319, 2.6012)  0.059
H (1.7877, 5.3175, 4.9883)  0.136

Atoms 1-2, force components in eV/Å:
0.3 0.4 -0.1
0.1 -0.8 0.2

Results
* Kohn-Sham gap: 9.560 eV
* molar mass: 387.43 g/mol
* E_HOMO: -9.463 eV
* SMILES: CNC(=O)[C@H](CCC(N)=O)NC(C)=O.CCC[C@@H]1OCC(CO)=C1C(=O)O
* ΔE to the lowest compared entry with this formula, charge and spin: 1.299 eV

Which value of molar mass does entry 2 give?
371.57 g/mol

Which of these has the lowest E_HOMO?
C17H29N3O7

Among the records above, which one has the lowest E_HOMO?
C17H29N3O7

Which of these has the highest Kohn-Sham gap?
C17H29N3O7